Entry 1:
17
Properties=species:S:1:pos:R:3:nbo_charge:R:1 method="wB97M-V/def2-TZVPD" e_tot_ha=-342.56715 e_homo_ev=-14.680 fmax_ev_per_a=1.1 total_charge=+1 lumo_ev=-3.05
O -0.659 -0.154 -3.087 -0.97
O 2.082 0.186 2.012 -0.98
N -0.797 -1.775 -0.283 -0.72
N -0.559 0.411 0.188 -0.50
C -0.235 -0.828 0.428 0.40
C -0.126 1.649 0.827 -0.41
H 2.200 0.684 2.823 0.50
H -0.178 -0.745 -3.674 0.49
H -0.753 2.433 0.404 0.23
H -1.436 -1.532 -1.027 0.42
H 2.702 -0.549 1.943 0.49
H 0.370 -1.047 1.298 0.25
H -0.987 0.550 -0.721 0.42
H -0.280 1.621 1.902 0.22
H -0.694 -2.773 -0.205 0.44
H 0.902 1.923 0.605 0.24
H -1.552 -0.056 -3.435 0.49

Entry 2:
54
Properties=species:S:1:pos:R:3:nbo_charge:R:1 method="wB97M-V/def2-TZVPD" e_tot_ha=-4417.67797 e_homo_ev="-10.018 / -11.576" multiplicity=3 fmax_ev_per_a=1.3 total_charge=+1 lumo_ev="-2.78 / -6.11"
Au -0.581 0.329 1.147 0.88
Cl -7.516 2.520 1.103 0.11
Cl -8.014 -0.556 1.038 0.17
Cl -2.727 -1.460 0.909 0.11
Cl -5.636 -2.521 0.939 0.12
Cl -4.580 3.592 1.105 0.13
S -1.739 -0.130 -2.056 1.23
S 6.244 0.110 0.840 0.27
O -0.040 -0.701 3.799 -0.52
O -0.599 0.322 -1.188 -1.05
O -2.597 1.532 1.032 -0.56
N 6.035 -4.090 -0.845 -0.40
N 1.702 -0.016 1.015 -0.49
C 6.116 -3.909 0.454 0.05
C -0.650 0.186 3.272 0.38
C -6.194 1.434 1.076 -0.11
C -1.497 1.186 3.989 -0.74
C 6.241 -2.647 1.021 -0.26
C 3.697 0.562 -0.140 -0.25
C 6.225 -1.756 -1.208 -0.26
C -2.972 1.879 -3.462 -0.41
C -6.427 0.051 1.044 -0.01
C 6.101 -3.062 -1.664 0.05
C -1.577 1.691 -4.045 -0.41
C -4.899 1.918 1.076 -0.10
C -5.334 -0.839 1.001 -0.09
C 4.449 0.115 0.937 -0.10
C -3.748 1.046 1.042 0.44
C -2.923 1.289 -2.063 -0.60
C 3.803 -0.392 2.054 -0.24
C -1.214 0.240 -3.784 -0.57
C -4.040 -0.359 0.999 -0.13
C 2.421 -0.444 2.044 0.05
C 6.270 -1.562 0.162 -0.13
C 2.318 0.480 -0.050 0.05
H 6.039 -3.282 -2.719 0.20
H 4.167 0.946 -1.029 0.24
H 6.278 -0.927 -1.895 0.23
H -2.541 1.036 3.719 0.23
H 6.065 -4.794 1.070 0.20
H -3.711 1.359 -4.072 0.21
H -1.548 1.918 -5.111 0.24
H -1.383 1.079 5.070 0.25
H -1.228 2.188 3.664 0.25
H -0.155 0.025 -3.892 0.26
H 4.359 -0.759 2.900 0.24
H -3.255 2.931 -3.419 0.24
H 1.679 0.789 -0.863 0.22
H -2.506 1.987 -1.339 0.26
H 6.309 -2.517 2.089 0.23
H 1.874 -0.849 2.883 0.24
H -1.798 -0.441 -4.402 0.23
H -3.891 0.929 -1.716 0.23
H -0.872 2.344 -3.530 0.22

Entry 3:
69
Properties=species:S:1:pos:R:3:nbo_charge:R:1 method="wB97M-V/def2-TZVPD" e_tot_ha=-3223.73399 e_homo_ev="-6.692 / -6.842" multiplicity=3 fmax_ev_per_a=2.5 lumo_ev="0.41 / 0.41"
Ni 7.710 10.179 10.444 1.38
Si 9.239 7.752 10.715 1.83
F 4.145 7.293 6.515 -0.32
O 8.520 11.981 11.841 -0.56
O 10.095 13.660 10.153 -0.66
O 7.379 11.919 9.302 -0.70
N 7.142 14.185 9.300 -0.41
N 12.053 12.737 10.754 -0.42
N 9.187 9.083 9.693 -1.35
C 8.415 6.199 10.039 -1.14
C 8.938 9.813 7.414 -0.26
C 4.653 9.330 7.454 -0.27
C 4.494 7.967 7.593 0.37
C 6.889 14.259 7.852 -0.43
C 10.706 12.814 10.811 0.66
C 9.710 9.181 8.388 0.19
C 5.031 10.098 8.556 -0.22
C 5.285 9.432 9.780 -0.06
C 5.713 10.218 11.011 -0.91
C 10.767 9.597 5.808 -0.28
C 10.965 7.204 11.120 -1.16
C 11.494 8.873 6.764 -0.20
C 7.692 13.036 11.399 -0.15
C 11.005 8.691 8.039 -0.28
C 9.940 11.893 11.765 -0.17
C 4.602 7.347 8.838 -0.27
C 9.468 9.976 6.134 -0.17
C 8.206 8.181 12.261 -1.16
C 12.787 11.551 11.262 -0.42
C 7.481 13.010 9.870 0.71
C 5.001 8.081 9.908 -0.22
C 12.771 13.559 9.798 -0.41
C 7.451 15.487 9.940 -0.40
H 13.829 13.343 9.989 0.20
H 6.809 13.232 7.468 0.25
H 10.320 12.030 12.795 0.20
H 12.164 11.014 11.984 0.21
H 4.413 9.624 6.476 0.22
H 8.777 10.474 5.451 0.20
H 5.899 14.800 7.626 0.20
H 12.525 8.545 6.592 0.20
H 11.115 6.229 10.533 0.24
H 4.450 6.253 8.914 0.22
H 12.602 13.301 8.754 0.21
H 13.694 11.844 11.807 0.21
H 5.058 11.144 8.544 0.21
H 11.675 8.235 8.772 0.21
H 7.372 7.478 12.407 0.25
H 11.747 7.882 10.852 0.23
H 6.735 12.705 11.863 0.24
H 7.693 9.167 12.394 0.23
H 12.481 14.594 9.922 0.22
H 7.204 15.454 10.960 0.20
H 10.136 10.844 11.436 0.24
H 5.606 9.971 12.081 0.21
H 8.731 5.307 10.637 0.23
H 8.789 8.113 13.199 0.24
H 7.946 10.202 7.637 0.22
H 5.131 7.623 10.866 0.21
H 7.339 6.236 10.206 0.23
H 5.342 11.276 10.861 0.18
H 8.532 15.686 9.874 0.22
H 8.041 13.966 11.792 0.20
H 13.078 10.830 10.482 0.21
H 6.860 16.174 9.373 0.21
H 11.156 6.940 12.173 0.24
H 8.650 6.004 8.964 0.24
H 11.029 9.736 4.791 0.21
H 7.682 14.814 7.319 0.21

Entry 4:
123
Properties=species:S:1:pos:R:3:mulliken_charge:R:1 method="wB97M-V/def2-TZVPD" e_tot_ha=-6480.80796 e_homo_ev="-8.730 / -8.644" multiplicity=2 fmax_ev_per_a=1.3 total_charge=+1 lumo_ev="-2.03 / -3.63"
Ge -1.558 -1.216 -2.058 2.29
Cu 0.546 0.765 0.066 -0.27
P 2.256 1.235 1.742 0.97
N -1.856 2.658 0.445 0.53
N -2.964 -1.978 0.430 0.56
N -1.010 2.183 -0.473 1.00
N -3.005 -1.279 -0.710 0.23
N -1.057 -0.023 1.057 0.92
N 2.239 0.796 -1.025 1.90
C -2.849 2.405 3.986 0.34
C -1.520 -3.687 1.385 -0.65
C -2.563 2.896 2.724 -0.41
C 4.310 5.933 0.034 -1.70
C -1.986 0.478 -5.842 -0.76
C -1.160 -3.866 -3.208 -0.49
C 0.568 -3.075 2.368 -1.50
C -2.632 1.050 4.210 -1.40
C -0.771 -3.019 -2.176 0.43
C -1.697 0.746 1.978 0.53
C -1.745 -2.359 1.043 -0.14
C -3.115 -0.098 -6.398 -0.64
C -4.188 -2.043 0.962 -0.01
C 0.276 -3.396 -1.344 0.50
C 2.750 -1.847 -3.542 -0.70
C 2.112 2.007 3.449 0.66
C 3.114 -1.900 -1.088 -1.25
C 3.231 3.787 0.788 -0.70
C -2.070 0.251 3.246 -0.71
C -2.113 3.931 -1.327 -2.08
C 1.606 2.269 -3.572 -2.11
C 3.816 2.574 -1.639 -0.71
C -2.540 3.716 -0.039 -0.16
C -0.357 -4.066 2.040 0.83
C -2.397 -0.694 -3.769 0.20
C 0.328 -1.752 2.068 0.90
C 0.562 -5.420 -2.600 -1.03
C 3.880 0.267 1.704 1.69
C 2.678 -1.180 -2.329 1.02
C -4.269 -0.893 -0.904 -0.26
C 2.629 -1.909 -6.065 -1.77
C 2.929 1.930 -0.755 0.64
C -1.633 0.176 -4.540 -0.36
C 5.164 1.041 1.985 -1.79
C -1.166 2.938 -1.554 -0.33
C 2.794 2.500 0.547 -0.63
C -5.057 -1.361 0.131 -1.42
C -0.499 -5.064 -3.417 -0.80
C -0.825 -1.351 1.388 -1.22
C -0.114 -5.499 2.395 -1.55
C 0.934 -4.594 -1.551 -0.80
C 4.271 3.845 -1.365 -1.14
C 2.481 -1.209 -4.747 0.55
C 2.113 0.125 -4.690 -0.49
C 2.310 0.181 -2.280 -1.58
C 3.811 -0.980 2.581 -1.37
C 0.867 2.890 3.432 -1.37
C -3.898 -0.947 -5.634 -0.79
C -3.386 3.291 5.066 -1.68
C 2.021 0.829 -3.498 1.09
C 3.910 4.510 -0.194 0.14
C -2.040 2.094 1.715 0.03
C -3.544 -1.249 -4.329 -0.29
C 3.330 2.733 4.026 -1.79
H 5.308 1.202 3.047 0.41
H -1.382 1.162 -6.418 0.48
H -4.544 -0.303 -1.755 0.66
H 0.996 3.757 2.789 0.27
H 0.511 -5.578 3.280 0.42
H 2.107 -1.372 -6.855 0.39
H -1.052 -6.017 2.573 0.39
H -1.972 -3.573 -3.861 0.46
H 4.138 2.050 -2.526 0.87
H -0.605 -0.182 -1.511 -0.75
H 1.742 -4.890 -0.898 0.57
H 3.903 6.573 -0.749 0.36
H 3.912 -0.033 0.651 -0.26
H 2.534 -1.586 -0.219 -0.29
H 2.993 3.582 4.620 0.46
H 0.401 -6.014 1.585 0.24
H -3.383 2.766 6.018 0.40
H -0.633 2.732 -2.454 0.49
H -4.167 -1.921 -3.751 0.44
H 3.504 -0.740 3.597 0.23
H 3.058 -2.884 -3.544 0.39
H 3.981 3.110 3.246 0.40
H 3.911 2.080 4.675 0.27
H 6.008 0.456 1.622 0.48
H -6.109 -1.225 0.264 0.52
H -4.408 3.592 4.840 0.32
H 0.803 2.400 -4.297 0.53
H 5.189 2.000 1.473 0.26
H 2.436 2.895 -3.896 0.51
H -3.388 0.111 -7.420 0.41
H 1.878 1.142 4.088 0.60
H 1.020 -0.972 2.356 0.41
H -4.382 -2.562 1.878 0.47
H 3.684 -1.969 -6.341 0.32
H 1.290 2.630 -2.599 0.02
H -2.729 3.943 2.525 0.51
H -4.786 -1.383 -6.064 0.42
H 0.020 2.315 3.069 -0.06
H 4.911 4.349 -2.076 0.46
H -2.424 4.705 -1.994 0.48
H 2.244 -2.927 -6.019 0.40
H 4.166 -1.688 -0.889 0.61
H 4.791 -1.448 2.633 0.53
H 3.122 -1.710 2.171 0.18
H 1.105 -6.336 -2.782 0.44
H 1.482 -3.341 2.880 0.49
H -0.809 -5.722 -4.218 0.44
H 0.575 -2.738 -0.544 -0.17
H 1.902 0.645 -5.614 0.44
H -3.304 4.212 0.520 0.56
H -0.746 0.613 -4.102 0.16
H 3.062 4.258 1.746 0.12
H 3.024 -2.975 -1.228 0.43
H -2.261 -4.430 1.125 0.52
H -2.785 4.194 5.160 0.36
H -2.890 0.624 5.168 0.40
H 5.395 6.032 0.015 0.33
H -1.889 -0.787 3.476 0.64
H 0.629 3.239 4.434 0.65
H 3.956 6.292 0.997 0.40

Energy relative to the best compared isomer or geometry (same formula, charge and spin) / eV: 0.579 0.004 1.251 0.000